# 1
{
  "formula": "C9H14N2OS2",
  "method": "ωB97M-V with the def2-TZVPD basis set",
  "species": ["C", "O", "C", "C", "N", "C", "S", "N", "C", "C", "C", "C", "C", "S", "H", "H", "H", "H", "H", "H", "H", "H", "H", "H", "H", "H", "H", "H"],
  "coordinates": [[-0.583, 2.002, 2.683], [0.706, 1.839, 2.135], [1.546, 0.948, 2.841], [1.294, -0.536, 2.504], [2.051, -1.008, 1.364], [1.724, -0.806, 0.057], [2.309, -1.859, -1.080], [0.980, 0.268, -0.239], [0.421, 0.515, -1.547], [-1.019, 0.120, -1.579], [-1.569, -1.017, -2.080], [-2.965, -1.099, -1.868], [-3.455, -0.028, -1.197], [-2.224, 1.110, -0.812], [-1.092, 2.726, 2.051], [-1.154, 1.067, 2.685], [-0.524, 2.385, 3.707], [1.425, 1.106, 3.920], [2.567, 1.213, 2.555], [1.587, -1.142, 3.362], [0.220, -0.685, 2.332], [2.627, -1.824, 1.501], [0.718, 0.908, 0.504], [0.982, -0.088, -2.267], [0.539, 1.577, -1.784], [-0.993, -1.772, -2.584], [-3.572, -1.922, -2.201], [-4.465, 0.174, -0.901]],
  "mulliken_charge": [-0.7307, -0.4599, -0.5779, -0.6210, -0.1926, 0.3759, -0.4759, 0.1410, -1.3795, 0.6289, -0.5131, -0.4411, -0.4833, -0.1121, 0.2277, 0.2975, 0.3424, 0.3710, 0.3498, 0.4329, 0.2873, 0.2528, 0.1779, 0.5035, 0.3516, 0.4229, 0.3907, 0.4335],
  "multiplicity": 1,
  "e_homo_ev": -7.9,
  "total_energy_ha": -1332.458435,
  "charge": 0,
  "e_lumo_ev": 0.599
}

# 2
{
  "formula": "C9H14N2S",
  "method": "ωB97M-V with the def2-TZVPD basis set",
  "species": ["C", "C", "S", "N", "N", "C", "C", "C", "C", "C", "C", "C", "H", "H", "H", "H", "H", "H", "H", "H", "H", "H", "H", "H", "H", "H"],
  "coordinates": [[1.552, -0.307, 1.679], [1.624, 0.179, 0.224], [1.396, -1.324, -0.780], [1.876, -1.219, -2.231], [1.955, -2.453, 0.082], [-0.758, -1.554, -0.712], [-1.302, -0.251, -0.410], [-1.696, 0.465, -1.516], [-2.249, 1.748, -1.308], [-2.317, 2.280, -0.009], [-1.972, 1.468, 1.078], [-1.476, 0.191, 0.941], [0.922, -1.202, 1.508], [2.632, -0.366, 2.066], [1.092, 0.397, 2.272], [2.649, 0.657, -0.092], [0.907, 0.891, -0.225], [1.147, -0.585, -2.813], [1.923, -3.324, -0.462], [-0.924, -1.828, -1.710], [-0.779, -2.263, 0.102], [-1.506, 0.124, -2.500], [-2.552, 2.374, -2.104], [-2.677, 3.294, 0.282], [-2.280, 1.806, 2.112], [-1.145, -0.373, 1.751]],
  "mulliken_charge": [-1.1905, -0.2473, 0.8663, -0.7697, -0.7525, -1.7870, 0.9863, -0.3737, -0.5826, -0.5484, -0.4578, -0.3692, 0.4018, 0.2563, 0.3828, 0.3951, 0.2039, 0.2456, 0.2535, 0.5889, 0.4345, 0.3789, 0.4163, 0.3424, 0.2868, 0.6390],
  "multiplicity": 1,
  "e_homo_ev": -8.0,
  "total_energy_ha": -858.865997,
  "charge": 0,
  "e_lumo_ev": 0.412
}

# 3
{
  "formula": "C9H14N4",
  "method": "ωB97M-V with the def2-TZVPD basis set",
  "species": ["C", "C", "N", "C", "C", "N", "C", "C", "C", "N", "C", "C", "N", "H", "H", "H", "H", "H", "H", "H", "H", "H", "H", "H", "H", "H", "H"],
  "coordinates": [[-2.856, -1.426, -0.503], [-1.818, -0.659, -1.227], [-0.864, -0.169, -0.248], [-1.250, 1.011, 0.507], [-0.932, 0.668, 1.921], [0.657, -0.107, -0.881], [1.023, 0.944, -1.714], [2.322, 1.225, -1.481], [2.775, 0.327, -0.498], [3.803, 0.139, 0.230], [3.386, -0.668, 1.259], [2.108, -1.062, 1.049], [1.701, -0.483, -0.135], [-3.350, -0.667, 0.132], [-3.582, -1.898, -1.188], [-2.432, -2.157, 0.161], [-1.203, -1.275, -1.949], [-2.207, 0.184, -1.857], [-2.368, 1.090, 0.328], [-0.857, 2.033, 0.139], [0.140, 1.055, 2.143], [-1.560, 1.203, 2.683], [-0.996, -0.363, 1.942], [0.376, 1.591, -2.287], [2.731, 1.956, -2.088], [3.950, -0.838, 2.052], [1.304, -1.653, 1.511]],
  "mulliken_charge": [-1.0922, -0.5247, 0.2096, -0.3719, -1.1109, 0.0455, -0.4385, -0.8777, 0.4571, -0.7365, -0.7549, 0.0747, 0.0706, 0.2714, 0.3910, 0.2966, 0.3943, 0.2972, 0.3302, 0.3374, 0.2436, 0.3691, 0.2660, 0.4144, 0.4648, 0.5535, 0.4202],
  "multiplicity": 1,
  "e_homo_ev": -7.9,
  "total_energy_ha": -570.192468,
  "charge": 0,
  "e_lumo_ev": 0.877
}

# 4
{
  "formula": "C9H14N4",
  "method": "ωB97M-V with the def2-TZVPD basis set",
  "species": ["C", "C", "C", "C", "C", "C", "C", "C", "C", "N", "N", "N", "N", "H", "H", "H", "H", "H", "H", "H", "H", "H", "H", "H", "H", "H", "H"],
  "coordinates": [[2.692, 0.078, 2.149], [-0.062, -0.575, -0.404], [-0.689, -1.783, -0.381], [-0.931, 0.552, -0.253], [2.116, -0.212, -0.338], [-0.318, -3.199, -0.369], [0.426, 2.707, -0.128], [-3.502, 0.384, 0.054], [-0.765, 1.876, -0.071], [-1.946, -1.403, -0.043], [2.396, -0.041, 0.889], [-2.172, -0.146, 0.023], [2.744, -0.098, -1.472], [2.948, -0.701, 2.854], [0.243, -3.501, -1.187], [0.356, -3.570, 0.446], [-1.185, -3.858, -0.300], [0.146, 3.567, -0.627], [1.337, 2.222, -0.775], [0.819, 3.011, 0.852], [-4.272, -0.318, -0.442], [-3.758, 0.623, 1.140], [-3.503, 1.303, -0.557], [-1.584, 2.417, 0.212], [2.491, 1.134, 2.453], [2.267, -0.539, -2.293], [3.707, 0.071, -1.432]],
  "mulliken_charge": [-0.1284, 0.3435, 0.3068, 0.2865, 0.2022, -1.3177, -1.2867, -0.8002, -0.1381, -0.6267, -0.0373, 0.7197, -0.2649, 0.3184, 0.3881, 0.3077, 0.3556, 0.4860, 0.2315, 0.3235, 0.3312, 0.3271, 0.3373, 0.4904, 0.2621, 0.3121, 0.2703],
  "multiplicity": 1,
  "e_homo_ev": -17.5,
  "total_energy_ha": -569.529279,
  "charge": 2,
  "e_lumo_ev": -9.343
}

# 5
{
  "formula": "C9H14NO3",
  "method": "ωB97M-V with the def2-TZVPD basis set",
  "species": ["C", "C", "C", "C", "C", "C", "C", "C", "C", "N", "O", "O", "O", "H", "H", "H", "H", "H", "H", "H", "H", "H", "H", "H", "H", "H", "H"],
  "coordinates": [[0.565, 1.176, 1.075], [0.486, -0.981, -2.426], [-0.340, 2.371, 0.876], [1.174, -1.835, -1.461], [-0.900, 2.161, -0.570], [0.467, -2.204, -0.174], [0.686, -1.292, 1.107], [0.027, 1.250, -1.239], [-1.456, -0.164, 1.535], [-0.106, -0.065, 1.076], [1.779, 1.160, 1.061], [0.454, -0.926, -3.583], [-0.436, 0.117, -1.625], [-1.243, 2.348, 1.396], [0.159, 3.355, 1.066], [1.451, -2.652, -1.954], [2.231, -1.274, -1.228], [-1.897, 1.671, -0.534], [-0.978, 3.089, -0.966], [-0.511, -2.165, -0.536], [0.834, -3.091, 0.248], [0.463, -1.955, 1.914], [1.623, -0.979, 1.327], [1.080, 1.503, -1.483], [-1.557, 0.267, 2.433], [-2.220, 0.252, 0.971], [-1.835, -1.137, 1.692]],
  "mulliken_charge": [0.4710, 0.4352, -0.6626, -0.6661, -0.8416, -0.6602, -1.2137, 0.4013, -1.5161, 0.1622, -0.5952, -0.3246, -0.3171, 0.3403, 0.4293, 0.4954, 0.3262, 0.2295, 0.5563, 0.3808, 0.4707, 0.5036, 0.7122, 0.4131, 0.5838, 0.4449, 0.4413],
  "multiplicity": 1,
  "e_homo_ev": -13.2,
  "total_energy_ha": -631.452023,
  "charge": 1,
  "e_lumo_ev": -5.055
}

# 6
{
  "formula": "C9H14NO3",
  "method": "ωB97M-V with the def2-TZVPD basis set",
  "species": ["C", "C", "C", "C", "C", "C", "C", "C", "C", "N", "O", "O", "O", "H", "H", "H", "H", "H", "H", "H", "H", "H", "H", "H", "H", "H", "H"],
  "coordinates": [[1.892, 1.857, 0.753], [2.677, 1.666, -0.472], [1.294, 0.905, 1.478], [3.042, 0.547, -1.013], [1.329, -0.535, 1.192], [0.489, -3.304, 0.069], [0.297, -0.937, 0.118], [-2.167, -0.065, 0.303], [-2.965, 0.931, -0.637], [-0.691, 0.061, -0.275], [3.129, -0.388, -1.714], [0.031, -2.162, -0.253], [-2.611, 0.892, -1.994], [1.902, 2.945, 0.870], [2.933, 2.513, -1.038], [0.870, 1.326, 2.299], [2.221, -0.931, 0.811], [1.314, -1.216, 2.129], [-0.033, -4.048, -0.666], [1.077, -3.492, 0.948], [-2.608, -1.009, 0.176], [-2.300, 0.243, 1.264], [-3.949, 0.688, -0.331], [-2.781, 2.012, -0.182], [-0.486, 1.042, -0.054], [-0.687, 0.226, -1.352], [-3.220, 0.232, -2.428]],
  "mulliken_charge": [-0.2249, -0.5643, -0.7894, 0.5249, -0.9794, -0.3121, -0.0007, -0.6511, -0.5262, 0.0637, -0.3715, -0.3456, -0.5114, 0.3454, 0.4217, 0.5351, 0.5731, 0.4813, 0.2214, 0.3306, 0.3934, 0.3512, 0.4131, 0.3269, 0.4815, 0.4684, 0.3447],
  "multiplicity": 1,
  "e_homo_ev": [-11.2, -11.2],
  "total_energy_ha": -631.318657,
  "charge": 1,
  "e_lumo_ev": [-3.345, -3.346]
}

Relative energy (zero: lowest compared OMol25 entry of this formula, charge and spin) for the records above, in order: 51.8, 494.7, 449.1, 520.7, 314.4, 664.6 kJ/mol